<w>
DFT (the ωB97M-V functional and the def2-TZVPD basis) results for C23H29N6O6Sn as an isolated structure.

Each line ends with the natural charge from an NBO analysis.
Element x y z (Å)
Sn 0.65 2.05 0.65  1.419
C -3.47 0.20 2.19  -0.678
C -2.51 -0.91 2.04  0.397
O -1.29 -0.61 1.52  -0.249
C -2.58 -2.23 2.34  -0.342
C -1.34 -2.78 1.98  0.280
C -0.83 -4.17 2.06  -0.657
N -0.59 -1.81 1.51  0.153
N 0.64 -1.99 0.99  -0.421
C 1.54 -1.04 0.99  0.631
O 1.48 0.17 1.40  -0.822
C 2.85 -1.47 0.41  -0.082
C 2.94 -2.56 -0.46  -0.192
C 4.17 -2.93 -0.98  -0.216
C 5.31 -2.23 -0.62  -0.184
C 5.23 -1.15 0.24  -0.211
C 3.99 -0.76 0.75  -0.197
H -3.24 1.00 1.49  0.256
H -3.44 0.59 3.20  0.257
H -4.48 -0.16 1.99  0.257
H -3.42 -2.76 2.76  0.263
H -1.63 -4.85 2.34  0.244
H -0.03 -4.23 2.79  0.262
H -0.41 -4.47 1.10  0.261
H 2.04 -3.10 -0.73  0.226
H 4.23 -3.76 -1.66  0.223
H 6.27 -2.52 -1.02  0.226
H 6.12 -0.60 0.52  0.226
H 3.91 0.08 1.43  0.231
O -4.11 5.20 2.65  -0.661
C -3.47 4.80 3.74  0.778
O -3.79 5.14 4.85  -0.567
C -2.29 3.89 3.56  -0.244
C -1.49 3.54 4.63  0.036
N -0.54 2.73 4.15  -0.304
N -0.66 2.50 2.84  -0.313
C -1.72 3.22 2.46  0.025
C -2.12 3.17 1.02  0.780
O -3.02 3.87 0.60  -0.613
O -1.44 2.33 0.31  -0.851
H -3.75 4.78 1.84  0.510
H -1.56 3.83 5.66  0.260
H 0.22 2.30 4.66  0.427
C 1.30 -1.09 -5.09  -0.623
C 0.91 0.32 -4.67  -0.207
N 0.19 0.36 -3.40  -0.389
C -1.25 0.11 -3.42  -0.226
C -1.63 -1.28 -2.92  -0.622
C 0.80 0.65 -2.24  0.553
C 2.29 0.88 -2.23  -0.691
N 0.17 0.72 -1.10  -0.922
H 1.92 -1.06 -5.98  0.233
H 0.42 -1.70 -5.32  0.214
H 1.85 -1.60 -4.30  0.211
H 0.25 0.76 -5.42  0.214
H 1.78 0.96 -4.62  0.214
H -1.58 0.24 -4.45  0.222
H -1.76 0.89 -2.85  0.212
H -1.18 -2.05 -3.54  0.219
H -2.71 -1.40 -2.95  0.229
H -1.29 -1.43 -1.89  0.203
H 2.81 0.15 -2.85  0.247
H 2.66 0.77 -1.21  0.246
H 2.53 1.88 -2.60  0.249
H -0.83 0.59 -1.15  0.393

Properties
charge: +1
lowest unoccupied orbital energy: -0.110 Eh
HOMO: -11.599 eV

---

<x>
DFT (the ωB97M-V functional and the def2-TZVPD basis) results for C23H29N6O6Sn as an isolated structure.

Each line ends with the natural charge from an NBO analysis.
Element x y z (Å)
Sn -1.61 0.12 -0.74  1.365
C -4.39 -0.94 1.67  -0.673
C -3.53 -2.15 1.71  0.387
O -2.28 -2.00 1.21  -0.259
C -3.70 -3.41 2.16  -0.334
C -2.48 -4.08 1.94  0.273
C -2.06 -5.47 2.23  -0.657
N -1.66 -3.22 1.38  0.161
N -0.38 -3.45 0.98  -0.419
C 0.35 -2.43 0.59  0.606
O -0.04 -1.23 0.46  -0.826
C 1.77 -2.76 0.26  -0.082
C 2.24 -4.06 0.14  -0.176
C 3.57 -4.30 -0.17  -0.209
C 4.45 -3.24 -0.34  -0.184
C 3.99 -1.94 -0.22  -0.214
C 2.66 -1.69 0.07  -0.210
H -4.30 -0.39 2.61  0.258
H -5.43 -1.23 1.54  0.262
H -4.10 -0.28 0.86  0.242
H -4.59 -3.82 2.61  0.265
H -2.84 -5.99 2.78  0.246
H -1.14 -5.47 2.80  0.262
H -1.86 -6.00 1.30  0.261
H 1.55 -4.89 0.28  0.231
H 3.93 -5.32 -0.26  0.227
H 5.49 -3.43 -0.57  0.226
H 4.68 -1.11 -0.35  0.217
H 2.28 -0.68 0.17  0.221
O -3.15 4.24 3.44  -0.658
C -2.35 3.33 3.96  0.778
O -2.05 3.30 5.13  -0.567
C -1.80 2.29 3.04  -0.248
C -0.92 1.31 3.47  0.055
N -0.65 0.52 2.42  -0.304
N -1.29 0.94 1.33  -0.372
C -1.99 2.01 1.68  0.059
C -2.78 2.65 0.57  0.775
O -3.39 3.68 0.79  -0.618
O -2.69 2.02 -0.55  -0.809
H -3.30 4.10 2.47  0.514
H -0.50 1.15 4.45  0.260
H -0.04 -0.28 2.32  0.452
C 2.79 2.68 -4.66  -0.622
C 3.07 2.25 -3.23  -0.207
N 1.90 2.37 -2.34  -0.382
C 1.59 3.71 -1.81  -0.227
C 0.39 4.39 -2.48  -0.628
C 1.11 1.33 -2.07  0.557
C 1.42 -0.01 -2.68  -0.678
N 0.06 1.42 -1.29  -0.914
H 3.68 2.54 -5.28  0.234
H 2.52 3.74 -4.71  0.216
H 1.97 2.10 -5.09  0.212
H 3.86 2.88 -2.80  0.213
H 3.44 1.23 -3.20  0.212
H 2.48 4.32 -1.96  0.223
H 1.44 3.64 -0.73  0.203
H 0.59 4.55 -3.54  0.220
H 0.22 5.36 -2.02  0.237
H -0.53 3.81 -2.40  0.218
H 1.52 0.06 -3.76  0.245
H 0.62 -0.71 -2.44  0.236
H 2.34 -0.41 -2.26  0.255
H -0.12 2.34 -0.91  0.395

Properties
charge: +1
lowest unoccupied orbital energy: -0.111 Eh
HOMO: -11.596 eV

---

Which of them is most stable, and which least? Most stable: <x>; least stable: <w>.